The following is a DFT calculation (ωB97M-V with the def2-TZVPD basis set) of a structure of composition C13H32Cl3FLi2MgN4O8SSi in a non-equilibrium geometry.

XYZ file:
```
66
Properties=species:S:1:pos:R:3:nbo_charge:R:1
O 3.3151 2.2585 -0.7961 -0.9479
H -2.7593 -0.9249 -0.3746 0.2505
C -3.4481 -1.3389 0.3363 0.1763
H 3.0098 0.0928 -3.6328 0.2134
C 7.4562 2.5325 -5.4452 -0.0705
H -4.2005 -3.5753 5.1148 0.2727
C 2.2986 2.1269 -3.8392 -0.6433
H 6.3809 5.5315 -6.2727 0.2901
N -4.4538 -1.6209 2.1596 -0.2177
H 2.7099 3.1277 -3.9665 0.2276
C -4.6612 -5.9805 2.3725 -0.3797
H -3.0291 -2.2463 5.0873 0.2605
O 3.7140 -0.1789 -1.0891 -0.8931
H -4.1742 0.6024 4.5553 0.2464
F -0.6887 -1.0441 2.2566 -0.7162
H -1.7536 -0.5033 2.4372 0.5064
H 8.6263 4.3726 -5.1354 0.1921
Cl -6.2541 -5.3761 2.9096 -0.0587
Li 7.0713 1.4040 -3.0401 0.8509
C 3.4026 1.0929 -3.8171 -0.0861
H -7.3707 -1.5612 2.9654 0.2656
C 5.4775 3.5923 -5.9232 0.7872
H 0.0476 1.8297 1.6420 0.4394
H -4.4470 -2.1605 6.1151 0.2680
S 4.1135 1.1716 -1.2797 2.3877
Mg 7.8173 4.5450 -3.2601 0.2488
H 1.6068 1.9207 -4.6538 0.2491
Cl -3.6176 -6.3058 4.8855 -0.0576
C -4.0936 -2.4906 5.1326 -1.1366
H 6.3829 0.5669 -1.0897 0.2167
O -0.2414 1.7346 2.5498 -0.9836
C -5.1849 0.2428 4.3600 -1.1117
C -6.9036 -2.1558 3.7862 -1.0864
N -4.3880 -2.2285 0.1550 -0.2279
H 8.0862 1.8160 -5.9695 0.2407
O -2.7643 -0.0371 2.2306 -0.4565
H -3.9989 -5.1252 2.2572 0.2105
Li 1.7051 2.5637 2.3364 0.9920
H -5.8640 0.3563 5.2007 0.2644
H -4.7943 -7.8088 3.5084 0.2341
H 6.1326 2.3574 -1.0221 0.2454
H -3.1868 -7.4376 2.8831 0.2299
O -8.9449 -0.0351 3.3642 -0.4656
H -9.3756 -0.1091 2.4908 0.4340
H -4.8109 -6.4321 1.3935 0.2335
O 4.4411 1.4109 -2.8330 -0.7750
H -5.5377 0.7821 3.4762 0.2522
C 5.7692 1.3797 -0.6941 -0.9168
N -3.4815 -0.9296 1.6180 0.1873
H -7.4146 -2.0093 4.7348 0.2750
C -4.0870 -7.0061 3.3170 -0.3902
H 7.5185 2.3480 -4.3553 0.0110
Cl -3.4313 2.2413 1.7449 -0.2690
O 4.3287 3.7226 -6.1700 -0.4925
H -6.9602 -3.2072 3.4775 0.2685
H -1.1766 1.4752 2.4840 0.5399
H 3.8997 1.0734 -4.7846 0.2186
O 6.0997 2.3665 -5.8553 -0.4985
H 6.3071 5.0165 -4.5514 0.1892
N -5.0109 -2.4086 1.3128 0.0353
H 8.1343 4.0428 -6.8050 0.2819
C 6.4750 4.6902 -5.5920 -0.5540
H 5.7597 1.3386 0.3918 0.2881
C 7.8135 3.9691 -5.7687 -0.4763
H 1.7335 2.1231 -2.9074 0.2169
Si -5.1253 -1.5814 3.8811 1.7136
```

DFT total energy	-3717.8534	Eh
charge	+2

=====

The following is a DFT calculation (ωB97M-V with the def2-TZVPD basis set) of a cluster of 5 separate species, C13H32NO6 in total in a non-equilibrium geometry.

XYZ file:
```
52
Properties=species:S:1:pos:R:3:nbo_charge:R:1
H -4.9076 -0.1457 0.1853 0.2413
H -7.1186 -1.0656 0.5152 0.1803
H 3.6716 1.6293 2.5361 0.4595
C -4.8963 -0.9146 1.0038 -0.4384
H -3.1948 1.7152 -2.6970 0.1875
H 6.2717 0.9984 1.5993 0.1964
H -1.5722 -0.0390 -0.1242 0.2867
H 6.2391 1.9602 -3.3432 0.1833
H -1.8231 2.6097 -2.0020 0.1674
H 3.6421 0.8685 -1.7562 0.1783
C 1.2027 -0.3231 1.1879 -0.5351
C -6.3398 -1.6003 1.1371 -0.0650
N -0.2442 -2.4350 1.9062 -0.4319
C 2.7633 1.4134 -2.1058 -0.2530
H 1.7469 -0.1891 -2.5244 0.4717
H -3.7183 -2.2389 -0.4029 0.2335
H 1.9506 -0.6283 1.9767 0.2437
H 0.5312 -3.0420 2.1776 0.4551
C -2.8982 2.4270 -1.9282 -0.2514
H -3.4436 3.3616 -2.0735 0.1790
C -3.8250 -2.0609 0.6976 -0.4102
H 4.7596 0.8336 0.6753 0.1512
O 4.6181 1.8139 2.4911 -0.7117
H 6.5201 1.3656 -4.9957 0.1716
C 5.2027 0.8078 1.6759 -0.2477
O 5.2285 0.2429 -3.8316 -0.7401
C -1.3328 -0.9960 0.4048 -0.4109
H -6.7963 -0.6248 2.7225 0.4634
H 5.0439 -0.1767 2.1262 0.1541
O -6.7584 -1.5749 2.5241 -0.7091
C -2.4456 -1.6379 1.3642 -0.2729
H 1.5442 -0.5245 0.1409 0.2631
H 2.8976 1.7033 -3.1486 0.1898
C 6.3826 1.0695 -3.9532 -0.2495
H 2.6270 2.3077 -1.4974 0.1758
H -6.2298 -2.6577 0.7724 0.1794
H -2.9421 2.5199 0.0121 0.4696
H -2.6230 -0.8661 2.1744 0.2665
H -4.1540 -3.0278 1.1817 0.2169
H 7.2654 0.5306 -3.6013 0.1692
H -1.7979 -3.8506 2.2041 0.2522
O 1.6022 0.5908 -1.9788 -0.7553
H -4.6958 -0.4068 1.9882 0.2033
O 1.0812 1.8144 2.4712 -0.5011
H -0.9452 -1.6854 -0.4092 0.2205
C 1.0511 1.2505 1.3633 0.4269
H 5.3769 -0.5354 -4.3771 0.4675
O -3.2115 1.8755 -0.6504 -0.7450
C -0.1803 -1.0180 1.4715 -0.0566
H -0.5327 -0.4787 2.4086 0.2225
C -1.5047 -2.8198 1.8903 0.3036
H 0.9113 1.8550 0.4155 0.1541
```

DFT total energy	-1020.3252	Eh
charge	+1

=====

The following is a DFT calculation (ωB97M-V with the def2-TZVPD basis set) of a structure of composition C13H33AsN6SSc.

XYZ file:
```
55
Properties=species:S:1:pos:R:3:nbo_charge:R:1
As -0.2956 -4.8568 0.0110 1.5557
H 3.2876 2.0539 0.4948 0.2490
C 2.7889 -0.2991 1.2316 -0.2441
C -4.3449 -0.9757 0.1463 -0.0281
H 3.7860 0.0240 -1.3636 0.2447
H -2.1580 -4.4868 -1.6138 0.2592
N -4.3786 0.3835 -0.0369 -0.2757
C -5.5912 1.2102 -0.1531 -0.4156
H -0.0160 0.2649 2.9200 0.4212
C 2.7614 -0.3261 -1.2085 -0.2438
H 2.5068 2.0803 -1.0639 0.2262
C -3.0365 -1.3264 0.1977 -0.0760
H 0.3997 -1.2435 2.5063 0.4262
H 1.9212 1.0206 -2.6943 0.2150
H 1.8353 -5.7579 0.9325 0.2737
H 1.3103 3.6174 0.3202 0.2507
H 1.9008 -5.6589 -0.8510 0.2711
N -2.2494 -0.1903 0.0463 -0.6628
C 1.1906 2.5561 0.5422 -0.2336
S 0.3344 -2.7895 0.1837 -0.7774
H -0.8220 -5.1788 2.4274 0.2727
H -1.5775 -6.1700 -1.6640 0.2837
C 2.0013 0.0504 2.4797 -0.2370
H 2.3942 -0.5013 3.3337 0.2501
H 2.8043 -1.4024 -1.0325 0.2340
C 2.3660 1.7815 -0.0259 -0.2536
H 1.1111 2.4685 1.6230 0.2109
H 2.3066 -0.5728 -3.2949 0.2502
H 0.9899 -6.9749 -0.0620 0.2819
N 0.5544 -0.2645 2.2624 -0.9068
H -0.1189 0.0335 -2.8341 0.4189
H 0.3843 -1.4225 -2.3314 0.4224
H -2.8875 1.8571 -0.2397 0.2160
H -5.2474 -1.5567 0.2247 0.2637
H -0.6356 -4.8868 -2.4615 0.2673
C 1.2887 -5.9287 0.0071 -0.9484
C 1.9119 -0.0367 -2.4317 -0.2363
H -0.1803 2.3542 -0.9927 0.4099
H -2.5942 -2.2960 0.3372 0.2291
H -2.2812 -4.6888 1.5199 0.2572
H -5.5915 1.7184 -1.1137 0.2421
H -0.8583 2.4504 0.4732 0.4147
C -1.2757 -5.1236 -1.6140 -0.9561
H 3.8248 0.0363 1.3356 0.2419
H -1.6833 -6.3640 1.4125 0.2829
N 2.1713 0.3007 0.0113 -0.5194
H -6.4530 0.5534 -0.0919 0.2500
N -0.0826 2.0267 -0.0312 -0.8922
H 2.0922 1.1052 2.7273 0.2179
Sc -0.0607 -0.2560 0.0520 1.7377
C -1.3934 -5.3177 1.5118 -0.9534
H -5.6218 1.9246 0.6652 0.2427
C -3.1231 0.8164 -0.0879 0.2364
H 2.8039 -1.3811 1.0899 0.2341
N 0.4941 -0.4230 -2.1610 -0.9012
```

DFT total energy	-4237.6352	Eh
charge	+3

=====

The following is a DFT calculation (ωB97M-V with the def2-TZVPD basis set) of a structure of composition C13H33N3Na3O5Sr in a non-equilibrium geometry.

XYZ file:
```
58
Properties=species:S:1:pos:R:3:lowdin_charge:R:1
C -14.8136 -16.4904 -8.3792 -0.1836
H -7.5607 -12.9150 -10.4452 0.1489
H -12.2030 -14.8560 -7.2373 0.0653
H -9.6359 -13.6830 -8.3815 0.0563
H -5.3309 -16.4118 -8.7835 0.0653
C -15.0799 -17.8052 -10.3651 -0.0584
O -8.7660 -19.0899 -7.1018 -0.5572
O -3.9873 -14.4023 -6.1097 0.0498
Na -10.2087 -21.2781 -6.9658 0.8443
H -13.4272 -15.6861 -5.3024 0.0817
H -15.8890 -17.1416 -10.6791 0.1072
H -15.3438 -15.6006 -8.7567 0.1492
C -8.0851 -13.6898 -9.8770 -0.4085
H -7.4488 -13.3567 -4.7254 0.0997
H -8.0532 -14.9252 -4.5193 0.0899
H -15.0609 -15.2265 -5.7376 0.0963
H -6.4488 -13.6464 -8.5001 0.1330
Na -12.0528 -16.0298 -9.7011 0.5934
Sr -8.5559 -18.9678 -9.7069 1.6894
H -4.3575 -16.0609 -10.1230 0.0929
H -13.0036 -16.8959 -7.2427 0.1260
H -6.4442 -16.7991 -4.5359 0.0851
O -14.1793 -17.1552 -9.4679 -0.2511
H -14.6770 -16.9174 -5.5570 0.0882
C -5.8907 -16.2821 -5.3292 -0.0756
H -14.4861 -18.0679 -11.2392 0.0917
C -4.9593 -15.5533 -9.3630 -0.0739
N -8.8027 -14.6157 -10.7579 0.0531
H -6.4076 -16.6979 -6.2203 0.0640
C -9.5934 -17.9827 -6.6741 -0.3032
H -15.5138 -18.6983 -9.9101 0.1002
H -4.8630 -16.6309 -5.2964 0.0957
H -13.5421 -14.0511 -7.6105 0.1109
C -9.7317 -16.6876 -7.5109 -0.3688
O -6.0413 -14.9265 -10.0663 -0.1614
H -7.7727 -14.2855 -6.1919 0.0612
C -6.9461 -14.3878 -9.1355 -0.2334
Na -6.9302 -20.4988 -6.6395 0.8065
H -7.4143 -15.1131 -8.4436 0.0983
H -9.6574 -14.2432 -11.1523 0.0699
H -9.7833 -12.4098 -9.5487 0.0817
H -8.9396 -15.9746 -7.2312 0.0797
H -9.4712 -17.8143 -5.6026 0.1249
H -5.3732 -12.9762 -5.7166 0.1462
H -8.5805 -12.2381 -8.2488 0.0854
H -9.0521 -15.3631 -10.1093 0.0067
H -4.3733 -14.8115 -8.8282 0.0953
N -6.0289 -14.8654 -5.2737 -0.1828
H -10.6092 -18.4188 -6.7495 0.0896
C -14.2811 -15.9665 -5.9220 -0.0357
C -13.7709 -16.1215 -7.3666 -0.4217
H -10.5858 -16.1424 -7.0795 0.0995
C -9.0493 -12.9373 -8.9384 -0.0433
O -9.7291 -16.8155 -8.9042 -0.4549
C -5.0590 -14.0260 -5.7179 -0.3370
H -15.6851 -17.0546 -8.0210 0.1446
C -7.3902 -14.3532 -5.1669 -0.0489
N -13.0438 -14.9143 -7.8061 0.0327
```

DFT total energy	-1572.2933	Eh
charge	+3

=====

| no. | frontier orbital gap (hartree) | HOMO level (eV) |
| --- | --- | --- |
| 1 | 0.0867 | -12.01 |
| 2 | 0.2900 | -12.37 |
| 3 | 0.3395 | -18.12 |
| 4 | 0.1342 | -15.26 |